Computed, not measured: 2 unconnected molecules or ions with the total composition C5H16NO in a non-equilibrium geometry, with ωB97M-V with the def2-TZVPD basis set.

Charge: +1
Total energy in Eh: -329.79068
Relative energy (zero: lowest compared OMol25 entry of this formula, charge and spin) in kJ/mol: 236.7

```
23
C5H16NO, DFT ωB97M-V with the def2-TZVPD basis set
C 0.957 0.857 -1.824
C 0.211 0.611 -0.505
C -0.524 -0.703 -0.462
C -0.363 -1.386 0.875
C -0.765 -2.829 0.971
N -0.878 1.787 -0.486
H 1.464 0.099 -2.398
H 0.314 1.274 -2.604
H 1.763 1.562 -1.610
H 0.879 0.916 0.357
H -0.315 -1.333 -1.371
H -1.642 -0.590 -0.587
H -0.747 -0.647 1.641
H 0.786 -1.169 1.095
H -0.745 -3.383 -0.027
H -1.704 -3.061 1.560
H -0.115 -3.376 1.537
H -1.834 1.589 -0.354
H -0.586 2.468 0.224
H -0.849 2.150 -1.455
H 2.076 1.288 2.218
H 1.377 2.363 1.399
O 1.238 1.511 1.805
```

Computed, not measured: C21H21ClN2O3S in the gas phase in a non-equilibrium geometry, with ωB97M-V with the def2-TZVPD basis set.

Total energy in Eh: -2006.34974
SMILES: CC(=O)N(C(C)=O)c1ccc2c(c1C[C@@H](C)Cl)Nc1cccc(CC=O)c1S2
Relative energy (zero: lowest compared OMol25 entry of this formula, charge and spin) in kJ/mol: 331.8

```
49
C21H21ClN2O3S, DFT ωB97M-V with the def2-TZVPD basis set
C -2.836 1.538 -3.946
C -1.643 1.207 -2.983
O -1.448 1.820 -1.963
N -0.707 0.108 -3.339
C -0.025 0.584 -4.559
C 0.465 2.099 -4.575
O 0.153 -0.068 -5.548
C 0.219 -0.177 -2.258
C 1.652 0.156 -2.301
C 2.548 -0.126 -1.185
C 1.991 -0.794 -0.025
C 0.572 -1.203 0.094
C -0.306 -0.858 -1.048
C -1.834 -1.229 -0.975
C -2.704 -0.209 -0.140
C -4.073 -0.015 -0.932
Cl -3.215 -0.895 1.502
N 0.093 -1.896 1.259
C 0.460 -1.265 2.500
C -0.500 -1.005 3.581
C -0.094 -0.382 4.852
C 1.290 -0.008 5.117
C 2.265 -0.257 4.053
C 3.774 0.134 4.270
C 4.542 -0.924 5.127
O 4.902 -0.637 6.244
C 1.860 -0.865 2.786
S 3.035 -1.199 1.424
H -3.693 1.904 -3.321
H -2.591 2.335 -4.690
H -3.181 0.626 -4.511
H 0.752 2.366 -3.516
H -0.313 2.792 -4.981
H 1.428 2.148 -5.156
H 2.110 0.637 -3.197
H 3.638 0.108 -1.178
H -1.938 -2.261 -0.531
H -2.271 -1.296 -2.005
H -2.200 0.758 0.089
H -3.876 0.144 -2.018
H -4.733 0.759 -0.468
H -4.596 -1.013 -0.852
H -0.903 -2.108 1.211
H -1.578 -1.268 3.501
H -0.830 -0.205 5.672
H 1.563 0.435 6.107
H 4.253 0.362 3.278
H 3.792 1.103 4.844
H 4.727 -1.956 4.691
```

total energy of number 1 (C5H16NO)? -329.79068 Eh